Entry from the Open Molecules 2025 dataset: a structure of composition C9H12BClCrF6NO17S2 in a non-equilibrium geometry (ωB97M-V/def2-TZVPD).

Output
Highest occupied orbital energy (alpha / beta)   -8.9 / -8.9 eV
Total energy   -125413.33404 eV
Charge   0
2S+1   4
Orbital gap (alpha / beta)   5.36 / 6.60 eV

Last column: Mulliken spin population.
Atoms and positions in Å:
Cr1 -0.332 0.734 0.860  2.84
Cl1 -2.250 -1.940 2.650  0.00
O1 -1.977 -3.259 2.134  -0.01
O2 -2.093 -1.914 4.055  0.00
O3 -1.374 -0.977 2.018  0.02
O4 -3.624 -1.478 2.365  0.00
N1 1.138 0.921 1.972  0.02
S1 2.748 1.143 1.909  0.00
O5 3.671 0.021 1.905  0.00
O6 3.108 2.473 2.186  0.00
F1 2.621 1.407 0.345  0.00
S2 1.455 0.307 3.627  0.01
O7 2.195 1.048 4.625  0.00
O8 1.481 -1.153 3.708  0.01
F2 -0.065 0.653 4.156  0.00
B1 -1.847 2.702 1.613  0.00
F3 -2.701 3.821 1.705  0.00
F4 -2.158 1.774 0.676  0.02
F5 -0.562 3.011 1.399  0.01
F6 -1.830 1.955 2.748  0.01
C1 -3.268 -1.211 -3.461  0.00
C2 -3.411 -2.356 -2.428  0.00
O9 -2.992 -1.827 -1.191  0.00
C3 -2.235 -0.768 -1.526  0.00
O10 -1.528 -0.229 -0.724  0.00
O11 -2.187 -0.620 -2.813  0.00
H1 -4.185 -0.648 -3.629  0.00
H2 -2.806 -1.652 -4.344  0.00
H3 -2.798 -3.227 -2.660  0.00
H4 -4.454 -2.667 -2.373  0.00
C4 1.353 4.145 -2.950  0.00
C5 0.018 3.766 -3.628  0.00
O12 -0.470 2.729 -2.708  0.00
C6 0.371 2.555 -1.685  0.00
O13 0.341 1.711 -0.772  0.01
O14 1.321 3.386 -1.738  0.00
H5 1.359 5.197 -2.666  0.00
H6 2.205 3.938 -3.597  0.00
H7 0.156 3.267 -4.587  0.00
H8 -0.631 4.642 -3.629  0.00
C7 2.850 -3.576 1.482  0.00
C8 3.250 -3.586 0.023  0.00
O15 2.486 -2.561 -0.538  0.00
C9 1.633 -2.100 0.337  0.02
O16 0.875 -1.146 0.097  0.04
O17 1.644 -2.901 1.374  0.00
H9 3.415 -2.963 2.186  0.00
H10 2.812 -4.574 1.919  0.00
H11 2.937 -4.509 -0.465  0.00
H12 4.333 -3.467 0.036  0.00